Density functional theory data (ωB97M-V/def2-TZVPD) for a 2-piece molecular cluster, C8H11NO overall.

**SMILES**: C#CCC1(C#N)CCC1.O
**Relative energy (zero: lowest compared OMol25 entry of this formula, charge and spin)**: 3.175 eV
**HOMO-LUMO gap**: 11.1 eV

Each line ends with the Mulliken charge.
Atoms and positions in Å:
C1 -4.003 1.300 -0.178  0.059
C2 -2.872 1.723 -0.265  -0.497
C3 -1.511 2.240 -0.405  -0.883
C4 -0.732 1.619 -1.582  1.444
C5 -0.503 0.187 -1.353  -0.304
N1 -0.384 -0.968 -1.302  -0.553
C6 -1.311 2.016 -2.973  -0.783
C7 -0.262 3.145 -3.060  -0.614
C8 0.535 2.459 -1.931  -0.893
H1 -4.986 0.874 -0.083  0.418
H2 -1.560 3.327 -0.571  0.342
H3 -0.942 2.086 0.524  0.382
H4 -1.145 1.235 -3.723  0.352
H5 -2.372 2.297 -2.973  0.291
H6 0.252 3.264 -4.020  0.348
H7 -0.667 4.119 -2.755  0.230
H8 0.914 3.088 -1.115  0.296
H9 1.350 1.833 -2.313  0.375
O1 1.513 -1.615 0.965  -0.662
H10 0.921 -2.089 0.335  0.363
H11 1.851 -0.855 0.480  0.289


Density functional theory data (ωB97M-V/def2-TZVPD) for the molecule C5H4ClFO.

**SMILES**: C=CC(=O)/C(Cl)=C\F
**Relative energy (zero: lowest compared OMol25 entry of this formula, charge and spin)**: 1.024 eV
**HOMO-LUMO gap**: 9.7 eV

Each line ends with the Mulliken charge.
Atoms and positions in Å:
C1 0.808 1.576 -0.271  -0.647
C2 0.246 0.770 -1.177  -0.194
C3 -0.738 -0.296 -0.860  0.536
O1 -1.517 -0.684 -1.703  -0.514
C4 -0.804 -0.865 0.527  0.290
Cl1 -2.389 -1.257 1.118  -0.173
C5 0.234 -1.241 1.282  -0.351
F1 1.504 -1.041 0.900  -0.215
H1 0.639 1.476 0.797  0.269
H2 1.457 2.393 -0.591  0.258
H3 0.385 0.888 -2.267  0.323
H4 0.175 -1.720 2.245  0.418


Density functional theory data (ωB97M-V/def2-TZVPD) for CI3O3S as an isolated structure.

**Total charge**: -1
**Relative energy (zero: lowest compared OMol25 entry of this formula, charge and spin)**: 1.191 eV
**HOMO-LUMO gap**: 7.7 eV

Each line ends with the Mulliken charge.
Atoms and positions in Å:
C1 0.097 -0.403 0.607  -0.862
O1 0.987 1.467 -0.681  -0.564
O2 -1.490 1.277 -0.413  -0.569
O3 -0.307 -0.267 -1.856  -0.587
S1 -0.210 0.713 -0.790  1.204
I1 -1.486 -1.779 0.622  0.179
I2 2.140 -1.692 0.120  0.021
I3 0.268 0.684 2.391  0.178


Q: Number 2 is which compound?
A: C5H4ClFO


Q: Number 3 is which compound?
A: CI3O3S


Q: Which of these has the lowest relative energy (zero: lowest compared OMol25 entry of this formula, charge and spin)?
A: C5H4ClFO